# 1
A gas-phase ion, C4H12NS (charge +2). Source: the OMol25 dataset; level of theory: wB97M-V/def2-TZVPD.

Each atom is followed by the atoms it is bonded to, with distances in Å.
Atoms and positions in Å:
1 H 1.330 1.287 -0.689  C14 1.138
2 H -1.106 -1.093 -1.325  N6 1.034
3 C -0.845 0.908 -0.852  H4 1.138, N6 1.554, C14 1.532, C15 1.480
4 H -1.332 1.649 -0.139  C3 1.138
5 H -0.389 2.239 -2.622  C15 1.139
6 N -1.648 -0.419 -0.759  H2 1.034, C3 1.554, H9 1.023, H13 1.021
7 H 1.218 -1.322 2.742  S10 1.293
8 C 0.708 0.277 1.258  S10 1.769, C14 1.582, H16 1.157, H17 1.022
9 H -1.649 -0.653 0.237  N6 1.023
10 S 1.363 -1.354 1.458  H7 1.293, C8 1.769
11 H -1.378 0.594 -2.919  C15 1.146
12 H -2.027 2.120 -2.169  C15 1.150
13 H -2.575 -0.301 -1.167  N6 1.021
14 C 0.539 0.574 -0.287  H1 1.138, C3 1.532, C8 1.582, H18 1.140
15 C -1.095 1.447 -2.208  C3 1.480, H5 1.139, H11 1.146, H12 1.150
16 H -0.362 0.141 1.673  C8 1.157
17 H 1.196 1.008 1.779  C8 1.022
18 H 0.950 -0.309 -0.880  C14 1.140

Molecular weight ... 106.21 g mol⁻¹
Multiplicity ... 2
Energy relative to the best compared isomer or geometry (same formula, charge and spin) ... 29.51 kcal per mole
Charge ... +2
HOMO-LUMO gap (spin up / spin down) ... 0.43859 / 0.24934 Eh

=====

# 2
2 unconnected molecules or ions with the total composition C4H12NS2. Source: the OMol25 dataset; level of theory: wB97M-V/def2-TZVPD.

Each atom is followed by the atoms it is bonded to, with distances in Å.
Atoms and positions in Å:
1 C -1.473 -0.211 -0.837  C2 1.355, N14 1.474, H17 1.107
2 C -0.197 -0.288 -1.286  C1 1.355, H7 1.084, C19 1.487
3 H -1.020 1.033 0.760  N14 1.047
4 H -0.645 -1.753 -2.751  C19 1.072
5 H 0.430 -0.510 -3.392  C19 1.112
6 H -2.290 1.575 -0.187  N14 1.025
7 H 0.591 0.339 -0.885  C2 1.084
8 H 2.066 -0.574 1.787  C13 1.103
9 S 0.549 1.255 2.140  S11 2.110, C13 1.833
10 H 3.018 2.048 1.860  S11 1.335
11 S 2.053 2.122 0.941  S9 2.110, H10 1.335
12 H 1.029 -1.777 -2.289  C19 1.126
13 C 1.040 -0.511 2.189  H8 1.103, S9 1.833, H16 1.096, H18 1.067
14 N -1.867 0.736 0.223  C1 1.474, H3 1.047, H6 1.025, H15 0.980
15 H -2.535 0.321 0.808  N14 0.980
16 H 0.369 -1.109 1.561  C13 1.096
17 H -2.246 -0.797 -1.370  C1 1.107
18 H 0.971 -0.807 3.212  C13 1.067
19 C 0.156 -1.092 -2.485  C2 1.487, H4 1.072, H5 1.112, H12 1.126

Molecular weight ... 138.28 g mol⁻¹
Energy relative to the best compared isomer or geometry (same formula, charge and spin) ... 23.24 kcal per mole
Charge ... +1
HOMO-LUMO gap ... 0.35485 Eh

=====

# 3
2 unconnected molecules or ions with the total composition C4H12O. Source: the OMol25 dataset; level of theory: wB97M-V/def2-TZVPD.

Each atom is followed by the atoms it is bonded to, with distances in Å.
Atoms and positions in Å:
1 C -1.292 1.591 2.080  H6 1.086, H7 1.082, H9 1.093, C12 1.540
2 H 1.877 -0.278 -0.836  C10 1.096
3 H 0.098 -1.797 -2.773  C15 1.099
4 H 2.305 -0.982 -2.366  C10 1.086
5 H 0.781 0.859 1.690  C12 1.087
6 H -1.729 1.882 1.130  C1 1.086
7 H -0.866 2.455 2.574  C1 1.082
8 H 1.239 0.463 -2.248  C10 1.091
9 H -2.136 1.241 2.679  C1 1.093
10 C 1.484 -0.515 -1.830  H2 1.096, H4 1.086, H8 1.091, C15 1.507
11 H -0.775 -0.065 -1.264  O14 0.958
12 C -0.237 0.500 1.819  C1 1.540, H5 1.087, H13 1.098, H16 1.091
13 H -0.189 -0.321 2.547  C12 1.098
14 O -0.927 -1.010 -1.282  H11 0.958, C15 1.473
15 C 0.372 -1.529 -1.743  H3 1.099, C10 1.507, O14 1.473, H17 1.088
16 H -0.562 -0.083 0.956  C12 1.091
17 H 0.558 -2.410 -1.132  C15 1.088

Molecular weight ... 76.14 g mol⁻¹
SMILES ... CCO.CC
Energy relative to the best compared isomer or geometry (same formula, charge and spin) ... 18.92 kcal per mole
HOMO-LUMO gap ... 0.40918 Eh

=====

# 4
2 unconnected molecules or ions with the total composition C4H12O. Source: the OMol25 dataset; level of theory: wB97M-V/def2-TZVPD.

Each atom is followed by the atoms it is bonded to, with distances in Å.
Atoms and positions in Å:
1 H 0.299 -1.659 0.668  C7 1.095
2 H -2.272 -1.978 0.524  C4 1.092
3 C 0.824 1.115 -0.979  H12 1.085, O13 1.432, H14 1.092, C17 1.513
4 C -1.647 -2.324 1.350  H2 1.092, C7 1.520, H8 1.092, H16 1.091
5 H 0.604 2.275 -2.756  C17 1.092
6 H -0.599 -0.436 1.564  C7 1.086
7 C -0.381 -1.498 1.511  H1 1.095, C4 1.520, H6 1.086, H11 1.089
8 H -2.269 -2.318 2.247  C4 1.092
9 H 1.500 3.112 -1.513  C17 1.088
10 H 2.284 1.859 -2.466  C17 1.098
11 H 0.153 -1.788 2.415  C7 1.089
12 H 0.421 0.278 -1.540  C3 1.085
13 O -0.332 1.607 -0.290  C3 1.432, H15 0.961
14 H 1.570 0.736 -0.277  C3 1.092
15 H -0.102 2.245 0.391  O13 0.961
16 H -1.398 -3.361 1.118  C4 1.091
17 C 1.346 2.135 -1.967  C3 1.513, H5 1.092, H9 1.088, H10 1.098

Molecular weight ... 76.14 g mol⁻¹
SMILES ... CCO.CC
Energy relative to the best compared isomer or geometry (same formula, charge and spin) ... 10.07 kcal per mole
HOMO-LUMO gap ... 0.42048 Eh

=====

# 5
2 unconnected molecules or ions with the total composition C4H12O. Source: the OMol25 dataset; level of theory: wB97M-V/def2-TZVPD.

Each atom is followed by the atoms it is bonded to, with distances in Å.
Atoms and positions in Å:
1 H -2.081 -1.578 -0.002  C6 1.089
2 H 3.224 -0.643 1.417  C15 1.085
3 H 1.400 -1.348 0.275  C13 1.082
4 H -1.816 1.027 -0.149  C12 1.096
5 H 3.725 0.181 -0.054  C15 1.094
6 C -2.548 -0.912 -0.725  H1 1.089, H10 1.091, C12 1.522, H14 1.088
7 H 3.066 2.057 0.551  O16 0.964
8 H -3.126 0.505 0.874  C12 1.086
9 H 1.566 -0.187 -1.044  C13 1.087
10 H -3.521 -1.322 -1.003  C6 1.091
11 H 0.833 0.319 0.492  C13 1.084
12 C -2.766 0.480 -0.150  H4 1.096, C6 1.522, H8 1.086, H17 1.092
13 C 1.589 -0.310 0.036  H3 1.082, H9 1.087, H11 1.084, C15 1.542
14 H -1.929 -0.891 -1.619  C6 1.088
15 C 2.925 0.101 0.687  H2 1.085, H5 1.094, C13 1.542, O16 1.433
16 O 2.825 1.422 1.234  H7 0.964, C15 1.433
17 H -3.367 1.099 -0.819  C12 1.092

Molecular weight ... 76.14 g mol⁻¹
SMILES ... CCO.CC
Energy relative to the best compared isomer or geometry (same formula, charge and spin) ... 15.42 kcal per mole
HOMO-LUMO gap ... 0.41543 Eh

=====

# 6
2 unconnected molecules or ions with the total composition C4H12O. Source: the OMol25 dataset; level of theory: wB97M-V/def2-TZVPD.

Each atom is followed by the atoms it is bonded to, with distances in Å.
Atoms and positions in Å:
1 C 0.474 0.099 -0.783  C5 1.640, H6 1.201, C8 1.565, H9 1.059
2 H 0.139 0.665 2.546  O4 0.929
3 H 0.076 -1.845 1.094  C15 1.068
4 O 1.017 0.806 2.816  H2 0.929, H14 0.973
5 C 0.304 1.611 -1.395  C1 1.640, H12 1.037, H13 1.101, H16 1.156
6 H 0.969 0.092 0.311  C1 1.201
7 H -1.229 -1.013 -1.546  C8 1.124
8 C -0.851 -0.697 -0.536  C1 1.565, H7 1.124, H11 1.157, C15 1.508
9 H 1.153 -0.412 -1.415  C1 1.059
10 H -1.404 -1.652 1.283  C15 1.053
11 H -1.559 0.114 -0.109  C8 1.157
12 H 1.208 2.073 -1.610  C5 1.037
13 H -0.251 2.257 -0.697  C5 1.101
14 H 1.503 1.140 2.043  O4 0.973
15 C -0.779 -1.831 0.455  H3 1.068, C8 1.508, H10 1.053, H17 0.998
16 H -0.112 1.285 -2.423  C5 1.156
17 H -0.657 -2.692 -0.035  C15 0.998

Molecular weight ... 76.14 g mol⁻¹
SMILES ... CCCC.O
Energy relative to the best compared isomer or geometry (same formula, charge and spin) ... 37.30 kcal per mole
HOMO-LUMO gap ... 0.43677 Eh

=====

For each record above, in turn, the calculated maximum force values are 5.3, 2.4, 2.6, 0.6, 1.7, 4.5 eV/Å.